Entry 1:
129
Properties=species:S:1:pos:R:3:forces:R:3 method="wB97M-V/def2-TZVPD" spin_multiplicity=4 s_squared=3.7537 homo_energy_ev="-9.2 / -10.0" gap_ev="8.9 / 9.7" lumo_energy_ev="-0.363 / -0.359"
V -2.9901 -0.8287 -1.0606 -0.9 0.8 -0.6
C -0.2223 1.1075 1.4769 0.9 -2.4 -1.6
F -1.0122 1.9130 0.8612 -1.2 1.5 -0.8
F 0.9545 1.0906 0.8173 -0.5 -0.2 0.6
F -0.0420 1.4878 2.7060 0.1 -0.1 0.8
S -1.1191 -0.6491 1.4458 -0.4 0.4 2.5
O -0.3453 -1.4410 2.4053 -1.1 1.1 -2.0
O -2.4916 -0.3170 1.8289 1.5 -0.2 -1.1
N -1.1927 -1.2482 -0.2221 0.4 1.9 3.9
S -0.0167 -2.2598 -0.2293 4.9 -5.9 0.0
O 1.3354 -1.7086 0.0277 -2.6 -0.1 -0.9
O -0.2351 -3.5475 0.5019 -0.3 2.9 -1.7
C -0.0220 -2.8703 -2.1182 -0.7 -1.2 1.8
F -1.0345 -2.3153 -2.7896 0.2 0.5 -0.2
F 1.1418 -2.6604 -2.6769 0.1 0.5 -0.3
F -0.2368 -4.2027 -2.1240 0.1 0.9 0.1
C -6.4743 -2.4882 -2.9738 0.8 1.3 -2.9
F -7.1405 -3.4347 -3.6484 0.5 0.6 0.6
F -7.0039 -1.2698 -3.2898 0.5 -1.1 0.1
F -6.5823 -2.6092 -1.7117 -0.4 -0.8 2.5
S -4.5413 -2.6909 -3.3870 -1.3 -2.9 -1.2
O -4.0709 -3.6542 -2.4298 0.2 1.1 0.9
O -4.4976 -3.2192 -4.7457 0.2 1.9 1.5
N -3.8593 -1.1703 -3.0315 -1.5 -2.4 -0.5
S -4.1916 -0.2742 -4.2911 -1.4 5.6 -3.5
O -5.3299 -0.6255 -5.1564 2.5 -0.5 1.7
O -4.2570 1.1738 -3.9414 1.0 -2.9 0.2
C -2.5589 -0.4082 -5.3733 -1.8 -0.8 -2.0
F -2.0555 -1.6359 -5.4124 0.5 -0.1 1.4
F -2.9043 -0.2169 -6.6621 -0.6 0.8 0.4
F -1.6603 0.5010 -5.0835 0.4 0.1 0.8
C 5.2242 2.7220 3.0545 0.8 2.2 -3.6
C 4.2035 1.6928 2.7099 0.7 -0.4 0.8
O 4.0353 1.2297 4.0113 -1.6 -1.7 2.1
C 5.2160 1.3361 4.7477 0.7 -1.5 1.8
O 5.5943 0.7847 5.7732 -2.1 1.3 -2.8
O 5.9638 2.1814 4.0733 1.5 0.7 0.8
F 4.6883 0.6081 2.0242 0.6 0.0 -0.6
H 4.8016 3.7072 3.2516 -0.5 -0.4 0.7
H 5.8679 2.9807 2.2138 0.4 -0.6 -0.1
H 3.3247 1.9765 2.1308 -0.3 0.3 0.9
C 2.5952 -3.9851 -5.9500 0.6 0.6 0.2
C 1.5595 -3.7992 -7.0490 -0.1 0.3 -0.3
O 2.2612 -3.1896 -8.1684 -0.5 -1.0 0.9
C 3.5101 -2.9478 -7.7801 3.9 1.2 0.7
O 4.4702 -2.5022 -8.3865 -2.9 -0.9 0.5
O 3.6829 -3.2441 -6.4380 0.4 0.4 -1.4
F 0.6246 -2.8924 -6.6382 -0.1 -0.3 -0.2
H 2.9655 -4.9902 -5.7485 -0.6 -0.2 -0.2
H 2.3279 -3.4772 -5.0233 -0.6 -0.4 0.0
H 1.0857 -4.7247 -7.3762 -0.2 0.3 -0.2
C 3.5866 -3.0819 1.8228 -2.9 -1.6 -0.2
C 4.9269 -3.2123 1.2535 0.9 0.4 -0.9
O 5.7060 -2.8364 2.3631 1.9 0.8 -1.4
C 5.0617 -3.1706 3.4500 1.8 0.2 5.8
O 5.5714 -3.1085 4.5928 -2.0 -0.4 -4.0
O 3.8233 -3.5721 3.1606 -0.3 0.6 0.0
F 5.1919 -2.4449 0.1480 -0.1 -0.2 1.0
H 2.9209 -3.8114 1.3616 -0.1 0.1 0.0
H 3.0169 -2.1528 1.8070 0.8 0.4 0.1
H 5.1843 -4.2465 1.0248 0.0 0.0 -0.3
C 2.1278 3.5255 6.2319 -1.2 -4.2 -0.3
C 2.8369 4.7495 6.5000 1.4 2.0 -0.6
C 3.2608 5.2735 5.0431 -2.0 -0.8 1.5
O 2.7814 4.2417 4.1703 -0.3 0.0 -0.6
C 1.6505 3.5435 4.7824 1.5 1.2 -0.1
H 1.2882 3.2979 6.8887 -0.1 0.4 0.2
H 2.7658 2.6509 6.3593 0.1 -0.2 -0.3
H 3.8305 4.6938 6.9446 -0.5 -0.5 0.9
H 2.0988 5.2378 7.1363 0.8 1.6 -0.3
H 4.3467 5.3411 4.9784 -0.2 0.1 -0.3
H 2.7590 6.2301 4.8979 0.2 0.1 -0.6
H 1.5043 2.5716 4.3111 0.4 0.0 0.1
H 0.7505 4.1249 4.5820 -0.2 0.2 0.3
C 1.1579 4.9447 0.8293 0.3 -1.1 -0.5
C 2.3402 5.8278 1.1928 0.9 -0.1 -0.3
C 2.9396 6.0907 -0.1784 -0.1 -0.6 -0.4
O 2.7764 4.8692 -0.9653 -0.3 0.1 1.2
C 1.7526 4.0508 -0.3331 -0.6 2.7 0.4
H 0.2827 5.4632 0.4378 0.1 0.4 0.1
H 0.8170 4.2712 1.6157 0.0 0.2 0.3
H 3.0756 5.2843 1.7861 -0.3 -0.1 0.3
H 2.1512 6.7902 1.6683 -0.3 -0.2 0.2
H 4.0023 6.3255 -0.2378 -0.1 0.1 0.3
H 2.3544 6.9295 -0.5554 0.1 0.0 -0.8
H 2.1063 3.1221 0.1148 0.2 -0.1 -0.8
H 0.9529 4.0441 -1.0736 0.1 -1.3 -0.1
C -5.1049 -1.6444 1.0020 -2.5 1.2 1.1
O -4.1593 -2.2029 0.1807 0.8 0.0 -1.2
H -5.9841 -2.2704 1.1547 0.1 -0.6 -0.2
H -4.7563 -1.4303 2.0123 0.3 0.4 -0.2
H -5.5449 -0.7865 0.4936 0.4 0.3 0.4
H -4.0980 -3.0995 0.5182 0.9 -0.9 -0.1
C -1.8940 2.1659 -2.2852 0.8 0.2 0.2
O -1.7380 0.7716 -1.9540 -0.3 0.3 -0.2
H -0.9432 2.6850 -2.1638 0.3 -0.2 0.5
H -2.0683 2.2995 -3.3528 -1.0 0.0 0.3
H -2.5598 2.5948 -1.5363 -0.3 0.1 -0.8
H -0.8492 0.5708 -2.2561 0.7 -0.5 -0.1
C -0.9548 -6.8669 0.6967 0.1 0.2 0.1
O -0.7529 -8.1761 0.2965 -0.1 -2.2 -0.8
H 0.0352 -6.4331 0.8375 -0.5 0.8 0.3
H -1.5558 -6.3657 -0.0620 0.3 0.4 -0.1
H -1.5742 -6.9164 1.5923 0.3 0.5 0.4
H 0.1700 -8.4286 0.2188 -0.1 0.4 0.1
C -5.3227 1.3925 -0.9322 1.2 0.1 -0.9
O -4.0382 1.0579 -0.3102 -1.2 -0.5 -0.6
H -5.2060 2.2996 -1.5253 0.1 0.3 0.2
H -5.4547 0.6666 -1.7346 -0.6 -0.3 0.5
H -6.1394 1.5261 -0.2229 0.1 -0.5 0.1
H -3.7342 1.8717 0.0983 0.6 0.2 0.7
C 1.3721 0.0561 -4.0800 0.6 -0.8 -2.1
O 1.0409 0.8072 -2.9580 -0.8 0.1 0.6
H 0.6267 -0.6621 -4.4216 -0.5 -0.1 1.0
H 1.4488 0.6354 -5.0001 0.3 0.6 0.1
H 2.3039 -0.5023 -3.9898 0.1 0.1 0.4
H 1.5575 1.6162 -2.9734 0.0 0.0 0.1
C -2.8975 3.7625 2.4031 -1.9 0.7 1.2
O -3.4263 3.4321 1.1179 0.6 -0.1 -0.2
H -2.3693 4.7140 2.4639 1.0 -0.4 -0.6
H -3.7655 4.0437 2.9994 -0.3 -0.2 0.4
H -2.4962 2.9222 2.9696 0.5 0.0 -0.7
H -4.1444 4.0523 0.9725 0.0 0.0 -0.2
C -2.6752 -4.0764 2.8422 0.3 1.0 -0.2
O -3.8571 -4.1506 2.0178 0.0 -0.6 0.6
H -1.8343 -4.5953 2.3821 -0.1 0.0 0.0
H -2.4482 -3.0122 2.9055 0.3 -0.1 0.0
H -2.8189 -4.3942 3.8749 -0.3 -0.3 -0.2
H -4.4355 -4.7823 2.4515 -0.2 -0.1 -0.3

Entry 2:
89
Properties=species:S:1:pos:R:3:forces:R:3 method="wB97M-V/def2-TZVPD" spin_multiplicity=5 s_squared=6.2368 homo_energy_ev="-7.2 / -7.4" gap_ev="6.3 / 7.5" lumo_energy_ev="-0.884 / 0.054" relative_energy_kj_mol=130.2
Mn 0.3482 -1.0292 0.4995 0.0 0.2 0.0
C -1.5306 -3.3654 0.2836 0.0 0.0 -0.1
C -1.0494 -3.3519 1.7388 0.1 0.0 0.0
C 0.0363 -4.4110 1.9263 0.0 0.0 0.0
C -0.5703 -1.9501 2.1727 0.0 0.1 0.1
H -1.8700 -4.3585 -0.0184 0.0 0.0 0.0
H -0.7100 -3.1051 -0.4057 0.0 -0.1 0.0
H -2.3480 -2.6608 0.1039 0.0 0.0 0.0
H -1.8973 -3.6508 2.3686 0.0 -0.1 0.0
H 0.9228 -4.1804 1.3361 0.0 0.0 0.0
H -0.3279 -5.3959 1.6256 0.0 0.0 0.0
H 0.3416 -4.4693 2.9722 0.0 0.0 0.0
H 0.2268 -2.0513 2.9175 0.0 0.0 0.0
H -1.3703 -1.4002 2.6701 0.1 0.0 0.1
Br 7.0152 0.9175 3.2278 0.0 0.0 0.0
C 5.2048 0.4193 3.0207 0.0 0.0 0.0
C 4.2146 1.1860 3.6224 0.0 0.0 0.0
N 2.9257 0.8862 3.5254 0.0 0.0 0.0
C 2.5960 -0.1745 2.7948 -0.1 0.0 0.0
C 3.5105 -0.9837 2.1393 0.0 0.0 0.0
C 4.8599 -0.6908 2.2773 0.0 0.0 0.0
C 3.0887 -2.1428 1.2694 0.0 0.1 0.0
O 3.8453 -3.0686 1.0736 0.0 0.0 0.0
O 1.9060 -2.0373 0.7442 0.0 -0.2 -0.1
H 4.4782 2.0620 4.2021 0.0 0.0 0.0
H 1.5373 -0.4192 2.7607 0.1 0.0 0.0
H 5.5967 -1.3187 1.7948 0.0 0.0 0.0
C 3.4593 -0.6815 -1.4791 0.0 0.0 0.0
Si 1.6803 -0.0508 -1.5658 -0.1 -0.1 0.0
C 1.8901 1.8614 -1.6693 0.0 0.0 0.0
C 2.2623 2.3413 -0.2591 0.0 0.0 0.0
C 3.0163 2.2900 -2.6178 0.0 0.0 0.0
C 0.5962 2.5387 -2.1019 0.0 0.0 0.0
C 0.9355 -0.9121 -3.1264 0.1 0.0 0.0
C -0.5811 -0.7747 -3.1996 -0.1 0.0 0.0
C 1.5376 -0.3818 -4.4323 0.0 0.0 0.0
C 1.2682 -2.4055 -3.0098 0.0 0.0 0.0
H 3.9673 -0.4745 -2.4246 0.0 0.0 0.0
H 3.5193 -1.7517 -1.2938 0.0 0.0 0.0
H 4.0238 -0.1770 -0.6939 0.0 0.0 0.1
H 3.2228 1.9343 0.0637 0.0 0.0 0.0
H 1.5210 2.0470 0.4891 0.0 0.0 0.0
H 2.3443 3.4339 -0.2379 0.0 0.0 0.0
H 3.9785 1.8730 -2.3209 0.0 0.0 0.0
H 3.1150 3.3814 -2.6017 0.0 0.0 0.0
H 2.8241 1.9946 -3.6487 0.0 0.0 0.0
H -0.2472 2.1989 -1.5006 -0.1 0.0 0.0
H 0.3587 2.3275 -3.1467 0.0 0.0 0.0
H 0.6669 3.6276 -1.9922 0.0 0.0 0.0
H -0.8837 0.2582 -3.3762 0.0 0.0 0.0
H -1.0584 -1.1145 -2.2760 0.0 0.0 0.0
H -0.9824 -1.3806 -4.0199 0.0 0.0 0.0
H 1.2418 0.6510 -4.6237 0.0 0.0 0.0
H 1.1867 -0.9837 -5.2783 0.0 0.0 0.0
H 2.6281 -0.4269 -4.4297 0.0 0.0 0.0
H 0.9282 -2.8375 -2.0633 0.0 0.0 0.0
H 2.3392 -2.5916 -3.0795 0.0 0.0 0.0
H 0.7796 -2.9592 -3.8186 0.0 0.0 0.0
C -4.0462 -0.0221 -1.6542 0.0 0.0 0.0
C -3.3841 1.1919 -1.0086 0.0 0.0 0.0
C -2.8948 2.1917 -2.0453 0.0 0.0 0.0
Sb -1.9570 0.5528 0.4983 0.0 0.0 0.0
C -1.2400 2.4264 1.3208 0.0 0.0 0.0
C -2.2718 3.5214 1.5613 0.0 0.0 0.0
C -0.4335 2.1467 2.5843 0.0 -0.1 0.0
C -3.4654 0.0011 1.9886 0.0 0.0 0.0
C -3.9041 -1.4602 1.9839 0.1 -0.1 0.0
C -4.7216 0.8687 1.9076 0.0 0.0 0.0
H -4.8448 0.3032 -2.3266 0.0 0.0 0.0
H -4.4907 -0.6926 -0.9167 0.0 0.0 0.0
H -3.3370 -0.5978 -2.2470 0.1 0.0 0.0
H -4.1213 1.6985 -0.3859 0.0 0.0 0.0
H -2.1787 1.7496 -2.7335 0.0 0.0 0.0
H -2.4325 3.0713 -1.5954 0.0 0.0 0.0
H -3.7485 2.5339 -2.6374 0.0 0.0 0.0
H -0.5567 2.7709 0.5424 0.0 0.0 0.0
H -2.8742 3.3153 2.4448 -0.1 -0.1 0.0
H -2.9412 3.6725 0.7132 0.0 0.0 0.0
H -1.7555 4.4677 1.7453 0.0 0.0 0.0
H -1.0779 1.8158 3.4018 0.0 0.0 0.0
H 0.0831 3.0501 2.9165 0.0 0.0 0.0
H 0.3340 1.3844 2.4373 0.0 0.0 0.0
H -2.9421 0.2104 2.9258 0.0 0.0 0.0
H -4.4001 -1.7252 1.0481 0.0 0.0 0.0
H -4.6346 -1.6114 2.7835 0.0 0.0 0.0
H -3.0897 -2.1599 2.1459 -0.2 0.1 0.0
H -5.3376 0.5801 1.0542 0.0 0.0 0.0
H -4.5272 1.9336 1.8361 0.1 0.1 0.0
H -5.3275 0.7010 2.8020 0.0 0.0 0.0

Entry 3:
101
Properties=species:S:1:pos:R:3:forces:R:3 method="wB97M-V/def2-TZVPD" spin_multiplicity=1 homo_energy_ev=-7.8 gap_ev=7.6 lumo_energy_ev=-0.267
C 0.5054 -5.2483 -1.1573 -1.7 3.0 -7.7
C 1.6304 -4.3193 -1.3693 5.3 -0.9 -0.9
O 2.7954 -4.6583 -1.0653 -3.7 1.9 -0.7
N 1.4374 -2.9303 -2.1193 1.3 -2.5 1.8
H 1.1874 -3.1883 -3.0623 -0.8 0.2 -0.1
H 0.6764 -2.4103 -1.4153 -2.1 0.4 -0.7
C 2.6644 -2.0563 -2.1713 -2.2 -1.3 -4.6
H 0.7184 -5.8683 -0.4623 1.0 -3.9 5.2
H 0.1814 -5.8943 -2.1173 1.4 1.4 1.6
H -0.3296 -4.6253 -1.1413 -1.9 0.7 1.3
H 3.1034 -2.2223 -1.3093 2.2 0.0 4.5
H 2.2114 -1.0483 -2.3173 1.3 -0.5 -0.4
H 3.3764 -2.5793 -2.9063 -1.0 1.7 0.5
C 0.9084 0.4957 1.8647 -4.4 -1.1 -0.7
C 0.1514 1.4357 0.7917 0.1 2.2 2.6
O -0.1606 2.5847 1.1157 0.7 -3.2 -1.5
N -0.2946 0.8787 -0.5483 0.8 5.0 0.9
H 0.4074 1.1627 -1.3593 -0.1 0.2 0.6
H -0.2066 -0.0793 -0.4833 -0.5 -4.0 -0.1
C -1.5916 1.5077 -0.9963 -2.3 -3.5 0.1
H 1.5664 -0.2103 1.3567 -0.1 -0.1 0.5
H -0.0106 -0.0483 2.5487 2.2 0.9 -2.5
H 1.2764 1.0367 2.6977 1.1 1.1 0.0
H -2.3226 1.6537 -0.1563 1.0 -0.4 -0.5
H -2.0966 0.6317 -1.6933 1.3 2.8 1.3
H -1.4266 2.4927 -1.3833 0.3 0.0 -0.8
I 1.5464 2.1747 -3.1113 -0.2 -0.4 0.3
O -0.3136 -1.9113 -0.6963 -0.7 0.8 0.3
H -1.2786 -1.7503 -0.8593 1.5 -0.7 -0.1
F -1.6276 1.2037 4.9357 0.0 0.7 -0.6
C -2.1506 2.4467 4.9697 -1.5 3.9 -0.2
C -2.1576 3.4017 3.8297 0.4 -2.0 0.2
C -2.8766 4.6457 3.8927 1.3 -1.2 1.0
C -3.3646 5.0347 5.1967 -0.3 1.0 -3.2
C -3.2876 4.2047 6.2867 -1.6 0.4 2.2
C -2.7516 2.8847 6.1627 0.2 1.9 -2.3
H -1.5596 2.9687 2.9557 -1.2 1.2 0.9
H -2.9906 5.3707 3.0097 0.4 -1.5 1.4
H -3.8796 6.0287 5.0777 0.5 -1.1 1.2
H -3.8486 4.6397 7.3127 1.8 -1.7 -2.8
H -2.8556 2.2027 6.9157 -0.1 -1.5 2.1
C 3.3504 -3.7043 2.4987 0.3 1.5 -3.5
C 3.8234 -5.1003 2.7997 1.0 0.9 0.5
C 2.7184 -5.6813 3.5207 1.7 -2.0 4.7
S 1.2784 -5.0183 3.0257 -4.9 2.6 1.9
O 0.5224 -4.5073 4.1407 0.1 -0.3 1.0
O 0.5874 -5.9343 2.2027 -0.4 -1.7 -2.0
C 1.7374 -3.5923 2.2037 4.8 0.4 4.0
H 3.8954 -3.4363 1.5177 -0.7 0.5 1.8
H 3.5954 -3.0833 3.3457 0.1 0.6 -0.2
H 4.7644 -5.0993 3.3837 -0.5 0.1 -0.4
H 3.9604 -5.7133 1.9697 0.6 -0.5 -1.9
H 2.8934 -5.6473 4.6577 -0.8 0.4 -1.6
H 2.5844 -6.6963 3.3157 -0.1 -1.8 -0.2
H 1.3534 -2.6743 2.6207 -0.2 -0.2 0.7
H 1.4954 -3.5673 1.2567 -0.9 -0.4 -5.1
C 5.0604 2.4487 3.4417 9.0 -0.9 -0.3
C 5.8204 1.6617 4.6697 1.5 3.0 -3.7
C 5.5484 0.2557 4.4067 -2.3 -0.2 1.9
S 5.3414 -0.1413 2.7297 -0.5 1.2 -1.3
O 4.0064 -0.6403 2.5807 -0.8 -0.4 -0.2
O 6.4234 -0.8753 2.1387 0.2 0.1 0.4
C 5.3504 1.5947 2.1947 0.3 0.7 1.2
H 5.4564 3.4727 3.2677 -0.5 -0.7 0.4
H 4.1534 2.3927 3.6747 -7.8 0.1 1.6
H 5.3584 2.0017 5.5917 1.0 0.2 0.3
H 6.9254 1.8317 4.3687 -1.5 0.3 1.7
H 4.7124 0.0267 5.0697 -1.3 -0.2 -1.1
H 6.1534 -0.3533 4.9367 3.1 -2.2 0.8
H 4.5074 1.8807 1.6217 -0.6 -0.7 -1.6
H 6.3044 1.8857 1.7587 -0.1 -0.3 -0.2
C -1.2906 -1.4863 -4.5443 -3.8 -0.8 2.4
C -1.2076 -0.6543 -5.7653 1.9 5.0 5.1
C -2.0076 -1.1923 -6.7493 -0.9 -2.3 -6.0
S -3.4746 -1.7393 -6.0543 -2.6 2.7 2.8
O -3.7346 -3.0703 -6.4553 -0.4 -1.6 -0.6
O -4.5276 -0.7103 -6.1433 1.4 -1.3 -0.3
C -2.8436 -1.7313 -4.3393 0.0 2.0 0.4
H -0.9006 -1.2873 -3.5643 0.3 2.2 0.4
H -0.8836 -2.4083 -4.4913 1.6 -3.6 -1.7
H -0.1556 -0.5623 -5.9003 0.7 0.7 -1.1
H -1.6546 0.3687 -5.3943 1.2 -1.4 -0.9
H -1.5046 -2.0973 -7.1743 -0.6 0.4 0.2
H -2.3406 -0.5923 -7.6293 0.6 0.0 0.7
H -3.3086 -2.6023 -3.9203 0.6 -0.9 0.4
H -3.2076 -0.8673 -3.6793 0.0 -0.9 -1.5
C -4.0396 5.3917 -3.5283 -0.8 1.3 -0.5
C -3.6796 4.0407 -4.1433 -1.0 1.5 -1.7
C -4.7836 3.0767 -4.0393 0.3 -2.7 1.2
S -5.3786 3.3477 -2.4183 -1.2 1.7 -3.3
O -4.4146 2.9257 -1.4933 2.0 -0.7 2.3
O -6.6936 2.8167 -2.4143 -1.7 -0.2 1.0
C -5.2796 5.1477 -2.6723 5.0 -2.0 4.6
H -4.4186 6.0147 -4.3853 0.7 -0.1 0.9
H -3.2116 5.9367 -2.9773 -1.0 -0.9 -0.8
H -2.8926 3.6007 -3.7103 3.2 -1.3 2.0
H -3.3786 4.1507 -5.1513 0.3 0.3 -1.2
H -4.3706 2.0187 -3.8533 -0.8 1.2 -1.3
H -5.6406 3.1597 -4.7013 0.2 -0.2 -0.2
H -5.2826 5.5507 -1.6543 0.6 0.2 0.0
H -6.1416 5.4247 -2.9813 -5.7 1.8 -3.0